(1)
114
Properties=species:S:1:pos:R:3:forces:R:3 method="wB97M-V/def2-TZVPD" total_energy_ev=-98052.88400 charge=-1 lumo_energy_ev=1.449 gap_ev=5.4
C 3.4241 3.3221 0.9178 -0.1 0.1 -0.5
C 4.2584 2.4959 -0.0995 -0.4 0.0 0.4
B 4.1732 3.2508 -1.4902 0.3 0.5 -0.9
O 5.1216 4.2539 -1.6120 0.7 -0.3 -0.3
Nb 2.5466 2.7960 -3.1390 -1.7 -2.4 -1.0
C 3.9348 1.0061 -3.4340 0.5 1.0 1.0
C 5.3373 1.2263 -4.0235 -0.1 -0.5 -0.3
C 6.5134 0.7664 -3.1601 0.1 0.2 0.0
O 6.2882 -0.4627 -2.4868 0.0 -0.1 -0.2
C 6.1545 -0.4128 -1.0890 -0.1 0.0 0.0
C 1.5121 2.6461 -5.1905 1.1 1.6 -0.4
C 1.6367 3.7729 -6.2367 -0.3 -0.2 -0.1
C 0.9280 5.0735 -5.8410 -0.1 -0.1 -0.2
O 1.7053 6.2442 -6.0481 -0.1 0.2 0.0
C 2.3120 6.7700 -4.8877 0.1 0.0 0.0
C 1.2312 1.5399 -1.7982 -0.2 0.3 0.2
C -0.2667 1.8691 -1.8405 0.1 0.0 0.3
O -0.6214 2.7818 -0.7991 -0.2 0.0 0.0
C -1.1168 0.6024 -1.7287 -0.1 0.2 0.0
N -2.5514 0.7527 -1.9008 -0.1 -0.6 -0.2
H 2.7677 2.6989 1.5239 0.2 0.0 0.2
H 4.0672 3.9344 1.5438 -0.1 -0.1 0.2
H 2.7610 4.0027 0.3754 -0.1 0.1 0.1
H 5.2984 2.4456 0.2368 0.1 0.0 0.0
H 3.8842 1.4714 -0.1261 0.0 0.0 -0.2
H 5.2475 4.4147 -2.5623 -0.6 0.3 0.3
H 1.7524 4.3445 -2.4976 0.6 0.0 0.6
H 3.7347 3.9358 -4.0210 0.1 0.2 0.2
H 4.0063 0.4745 -2.4812 0.0 -0.2 -0.1
H 3.3342 0.3828 -4.1065 -0.2 0.1 0.0
H 5.4090 0.6683 -4.9633 -0.1 0.0 -0.1
H 5.5058 2.2728 -4.2868 0.1 0.0 0.0
H 6.8070 1.5493 -2.4509 -0.1 -0.1 0.2
H 7.3773 0.5978 -3.8107 0.0 0.1 0.0
H 7.0043 -0.9096 -0.6074 0.0 0.0 0.0
H 5.2398 -0.9313 -0.7908 0.0 0.0 0.0
H 6.0863 0.6120 -0.7275 0.0 0.0 0.1
H 1.9406 1.7669 -5.6838 -0.2 -0.4 0.3
H 0.4330 2.5288 -5.0046 0.1 -0.4 0.3
H 1.1988 3.4371 -7.1887 0.1 0.1 -0.1
H 2.6824 3.9958 -6.4402 0.1 0.0 0.1
H 0.5810 5.0188 -4.8024 0.2 0.0 0.1
H 0.0426 5.2116 -6.4694 -0.1 0.0 0.0
H 3.2496 6.2631 -4.6468 0.0 -0.1 0.0
H 1.6510 6.6792 -4.0208 0.0 0.0 0.0
H 2.5079 7.8260 -5.0819 0.0 0.0 0.0
H 1.5212 1.5216 -0.7412 0.1 0.0 0.0
H 1.3914 0.5171 -2.1771 0.1 0.0 -0.1
H -0.5641 2.3999 -2.7541 0.1 0.0 -0.1
H -0.5596 2.3023 0.0367 0.1 0.1 -0.1
H -0.9469 0.2062 -0.7201 0.1 -0.2 -0.1
H -0.7357 -0.1340 -2.4397 0.0 0.0 0.0
H -2.7952 1.2973 -2.7143 0.0 0.2 0.1
H -3.0090 1.0934 -1.0711 0.1 0.4 -0.2
C -5.3429 -0.9356 2.3912 0.0 -0.1 0.0
C -4.7464 -1.5594 1.1423 -0.1 0.1 0.0
O -4.3040 -0.4401 0.4215 0.2 0.1 0.1
C -4.0223 0.5549 1.3170 -0.1 -0.1 0.1
O -3.3938 1.5258 1.0734 -0.1 0.0 0.0
O -4.5554 0.2486 2.5243 0.0 0.0 0.0
F -5.6739 -2.2353 0.4090 0.0 0.1 0.0
H -6.3878 -0.6698 2.2247 0.0 -0.1 0.0
H -5.2589 -1.5516 3.2803 0.1 0.1 0.1
H -3.8988 -2.2249 1.3201 -0.1 -0.1 0.0
C -6.4192 -4.4302 2.8978 0.0 0.1 0.0
C -7.4879 -5.5052 2.8220 0.0 0.1 0.1
O -8.2827 -5.2210 3.9580 -0.2 0.0 -0.1
C -8.1619 -3.8940 4.2467 0.2 -0.1 0.0
O -8.8697 -3.3026 4.9878 0.0 0.0 0.1
O -7.1300 -3.3634 3.5550 0.0 0.0 -0.1
F -6.9993 -6.7617 2.9230 0.1 0.0 0.1
H -5.6013 -4.7368 3.5452 0.0 -0.2 -0.1
H -6.0689 -4.1054 1.9232 -0.1 0.1 0.0
H -8.1173 -5.4565 1.9309 0.0 -0.1 0.0
C -6.1107 -6.5630 8.3059 -0.2 0.0 0.0
C -7.0388 -5.4818 7.7751 0.1 0.0 0.0
O -6.3387 -5.0405 6.6211 -0.2 0.0 -0.1
C -5.5760 -6.0703 6.1775 0.0 0.2 0.0
O -5.0693 -6.1025 5.1009 0.3 -0.1 0.1
O -5.4992 -7.0367 7.0982 -0.1 -0.2 0.1
F -7.1818 -4.4516 8.6360 0.1 0.0 0.0
H -5.3466 -6.1387 8.9542 0.0 0.1 0.0
H -6.6197 -7.3792 8.8086 0.0 -0.1 -0.1
H -8.0303 -5.8213 7.4714 0.0 0.0 0.1
C 0.7461 -3.1000 -6.0855 -0.1 0.0 0.0
C 0.1581 -1.8678 -5.4202 0.0 -0.1 0.0
O 1.2594 -0.9947 -5.3883 0.0 0.2 -0.1
C 2.0977 -1.3136 -6.4137 -0.1 -0.2 0.1
O 2.9766 -0.6418 -6.8209 0.1 0.0 0.0
O 1.7563 -2.5356 -6.9162 0.0 0.0 0.0
F -0.2640 -2.1221 -4.1589 0.1 0.0 0.0
H 1.2020 -3.7452 -5.3322 0.0 0.0 0.0
H 0.0369 -3.6632 -6.6848 0.0 0.0 -0.1
H -0.6575 -1.3936 -5.9700 -0.1 0.0 0.1
C 3.9684 8.0456 0.8854 0.0 0.0 -0.2
C 5.4547 8.1603 1.1683 -0.1 -0.1 0.0
O 5.5646 7.5612 2.4427 0.1 -0.1 -0.2
C 4.5409 6.6594 2.5685 0.1 0.0 0.0
O 4.5003 5.8154 3.3966 -0.1 0.1 0.1
O 3.6192 6.8674 1.6083 0.0 0.0 0.1
F 5.8732 9.4515 1.2409 -0.1 0.0 0.1
H 3.4376 8.9035 1.3026 0.0 0.0 0.0
H 3.7216 7.9238 -0.1646 0.0 -0.1 0.0
H 6.0945 7.6249 0.4655 0.0 0.1 -0.1
C -0.5069 -7.2851 6.4448 0.0 -0.1 0.0
C -1.4899 -8.4436 6.4150 0.0 0.1 0.0
O -2.3610 -8.1186 7.4814 -0.2 0.0 -0.1
C -2.3492 -6.7696 7.6412 0.0 -0.1 -0.1
O -3.1485 -6.1587 8.2678 0.2 0.1 0.2
O -1.3153 -6.2284 6.9674 0.1 0.1 0.0
F -0.8986 -9.6347 6.6654 0.0 0.0 0.1
H 0.3067 -7.5008 7.1389 0.0 0.0 0.0
H -0.1096 -7.0088 5.4739 -0.1 0.1 0.0
H -2.0744 -8.5279 5.4976 0.0 -0.1 0.0

(2)
91
Properties=species:S:1:pos:R:3:forces:R:3 method="wB97M-V/def2-TZVPD" s2=3.774 total_energy_ev=-75960.27346 relative_energy_kj_mol=146.77 multiplicity=4 charge=+1 lumo_energy_ev="-2.827 / -2.689" gap_ev="5.2 / 5.5"
Nd 0.6041 0.4070 1.9789 4.7 -1.1 -1.1
C 3.0169 0.5807 -0.0716 -0.3 0.0 0.8
C 3.1187 1.7316 0.7497 -0.3 -0.9 0.5
C 3.1168 -0.1364 2.1225 0.0 0.4 -0.6
C 3.0179 -0.5676 0.7604 -0.3 0.6 0.8
C 3.1798 1.2967 2.1126 -0.5 -0.4 -0.6
C 3.0216 0.5265 -1.5548 -0.1 0.0 -0.9
H 2.8936 1.5305 -1.9959 0.0 -0.4 0.1
H 2.2073 -0.1201 -1.9372 0.5 0.3 0.1
H 3.9590 0.1133 -1.9737 -0.3 0.2 0.3
C 3.0535 -1.9560 0.2416 -0.2 -0.6 -0.4
H 3.9173 -2.1103 -0.4296 -0.3 0.1 0.2
H 2.1437 -2.1734 -0.3436 0.4 -0.1 0.1
H 3.1307 -2.6983 1.0444 0.0 0.1 -0.1
C 3.0663 -0.9866 3.3523 0.2 -0.3 0.3
H 3.5829 -0.5032 4.1925 -0.1 -0.2 -0.2
H 3.5485 -1.9557 3.1622 -0.2 0.2 0.2
H 2.0365 -1.2030 3.7154 0.4 0.0 0.0
C 3.3979 2.1599 3.3096 0.4 0.1 0.6
H 4.3556 1.9024 3.7894 -0.2 0.2 -0.1
H 2.6269 2.0451 4.0931 0.2 0.0 -0.1
H 3.4459 3.2243 3.0478 0.0 -0.3 0.1
C 3.3271 3.1135 0.2514 0.2 0.7 -0.3
H 4.3961 3.2674 0.0225 -0.3 0.0 0.0
H 3.0693 3.8896 0.9876 0.0 -0.2 -0.2
H 2.7651 3.3258 -0.6753 0.2 -0.1 0.4
C -0.6990 1.2324 -4.5985 0.0 0.1 -0.3
C -1.3164 2.4159 -4.7899 0.2 -0.2 -0.1
C -2.3563 3.1435 -3.9362 -0.2 0.0 -0.1
C -3.0954 2.3326 -2.8315 -1.1 -0.4 0.2
C -2.3617 2.5388 -1.4818 0.8 0.3 -0.9
C -0.9287 2.3802 -1.8280 1.4 0.7 3.9
C -0.3897 1.0366 -2.0162 0.4 -0.7 -0.8
C -0.7363 0.3316 -3.3671 0.2 -0.6 -0.2
H -3.1250 3.5474 -4.6147 0.2 -0.2 0.0
H -3.1035 1.2677 -3.1145 0.0 0.4 0.1
H -1.8809 4.0371 -3.4988 -0.2 -0.2 -0.1
H -1.6996 -0.2011 -3.2793 0.2 0.3 -0.1
H -0.0775 0.8348 -5.4364 -0.4 0.6 0.8
H -1.0487 2.9839 -5.7074 -0.3 -0.6 0.6
H -0.0049 -0.4927 -3.4956 -0.3 0.4 -0.1
H 0.7057 1.0622 -1.9167 -0.5 0.1 -0.1
H -0.3328 3.2491 -2.1346 -0.5 -0.5 0.0
H -0.7173 0.3232 -1.2345 0.1 0.1 0.1
H -4.1484 2.6443 -2.7452 0.1 0.0 -0.3
H -2.5782 3.5762 -1.1576 0.0 -0.4 0.0
P -2.8260 1.5598 0.0530 -1.1 0.7 -2.3
C -3.1788 -0.1709 -0.2640 -0.4 -0.5 0.3
C -4.3384 2.3860 0.6042 -0.6 -0.3 0.3
P -0.1776 2.6326 0.8080 -0.3 0.6 -3.4
C -1.6615 1.6419 1.3926 -0.7 -0.1 0.5
C -0.8322 4.3460 0.4708 0.6 0.6 0.4
C 0.3573 3.0848 2.5345 -0.6 0.7 1.6
H -2.2760 -0.8048 -0.2963 -0.3 0.4 -0.1
H -3.7364 -0.2670 -1.2046 0.2 0.0 0.2
H -3.8251 -0.5312 0.5554 0.2 0.0 -0.3
H -5.1281 1.6213 0.6830 0.1 0.4 0.0
H -4.6460 3.1574 -0.1161 0.1 -0.3 0.2
H -4.2036 2.8492 1.5897 -0.1 -0.1 -0.3
H -0.3354 3.9099 2.7502 0.3 -0.3 0.5
H 1.3760 3.4792 2.5533 -0.2 -0.1 0.0
H 0.2166 2.3666 3.3750 0.1 0.5 -0.1
H -1.5516 0.5557 1.7043 -0.6 1.0 -0.5
H -2.1305 2.1247 2.2599 -0.1 0.0 -0.2
H -0.1841 5.0575 1.0111 -0.3 -0.2 -0.2
H -1.8436 4.4452 0.8854 0.2 0.1 0.0
H -0.8277 4.6307 -0.5912 0.0 -0.4 0.5
C 1.5944 -5.2618 -0.1874 0.2 -0.2 -0.2
C 0.7787 -4.7763 1.0069 -0.1 0.1 0.7
C -0.6177 -4.1412 0.6884 -0.8 -0.1 -0.5
C -1.4775 -4.8965 -0.3782 -0.1 -0.1 0.6
C -1.0038 -4.9804 -1.8175 0.2 0.2 -0.4
C -1.4217 -4.2024 1.9933 -1.0 -1.2 0.3
O -2.3348 -4.9757 2.2280 1.5 1.2 -0.2
N -0.9702 -3.3138 3.0002 -0.3 0.2 0.5
C -0.5700 -2.0579 2.6717 0.2 0.1 -0.5
O -0.3291 -1.1449 3.5369 -0.8 -1.0 -0.5
N -0.4164 -1.7497 1.3653 0.2 0.7 0.8
C -0.4639 -2.6609 0.3347 0.7 0.8 -1.7
O -0.3209 -2.2107 -0.8142 -0.4 -1.1 1.7
H 1.3050 -6.2952 -0.4467 0.1 0.5 0.0
H 2.6643 -5.2844 0.0665 -0.3 0.0 0.0
H 1.4681 -4.6233 -1.0688 0.1 -0.1 0.2
H 0.5927 -5.6336 1.6809 0.1 0.3 -0.2
H 1.3500 -4.0419 1.6068 -0.2 -0.3 -0.3
H -1.6337 -5.9184 0.0098 -0.1 0.5 -0.1
H -2.4628 -4.3987 -0.3764 0.3 -0.3 0.1
H -0.2355 -5.7455 -1.9607 -0.2 0.2 0.0
H -1.8627 -5.2637 -2.4346 0.2 0.0 0.0
H -0.6361 -4.0063 -2.1649 -0.1 -0.4 0.0
H -1.3481 -3.4386 3.9338 0.0 -0.1 -0.1

Which strongest force on any atom belongs to each record? In order, 3.11, 4.98 eV/Å.